Entry 1:
Formula: C4H4CuO
Source: OMol25
Level of theory: ωB97M-V with the def2-TZVPD basis set

Structure (XYZ):
```
10
Properties=species:S:1:pos:R:3:forces:R:3
O -0.87995 -0.50195 1.42502 0.7 -0.4 1.1
C 0.26324 0.10561 1.42278 -2.5 1.2 -3.6
C 1.15581 -0.19269 0.30597 0.0 -0.5 1.5
C 1.65109 -1.53172 -0.32648 0.2 -0.4 0.9
C 0.89606 -0.50518 -1.06342 -0.6 0.6 0.5
H 1.75835 0.06377 1.50348 0.9 -0.5 -0.9
H 0.27615 1.16719 1.74646 0.1 -0.7 0.4
H 1.17952 -2.46067 0.02153 -0.1 0.2 -0.5
H 2.74119 -1.61792 -0.42862 -0.3 0.1 0.1
Cu -1.76346 -0.82314 -0.44324 1.6 0.3 0.5
```
Positions in Å, forces in eV/Å.

Calculated values
multiplicity	2
E_LUMO (spin up / spin down)	-1.24 / -1.23	eV
relative energy (zero: lowest compared OMol25 entry of this formula, charge and spin)	116.6	kcal/mol
HOMO level (spin up / spin down)	-6.751 / -8.323	eV
frontier orbital gap (spin up / spin down)	0.2025 / 0.2606	Eh

Atom charges from the natural (NBO) analysis, given in e for atoms 1 to 5: atom 1 (O): -0.778, atom 2 (C): 0.214, atom 3 (C): -0.411, atom 4 (C): -0.491, atom 5 (C): -0.120

***

Entry 2:
Formula: C4H4DyLiO5
Source: OMol25
Level of theory: ωB97M-V with the def2-TZVPD basis set

Structure (XYZ):
```
15
Properties=species:S:1:pos:R:3:forces:R:3
O -1.39311 0.75299 0.13224 -1.8 -0.8 -1.2
C -1.17689 1.36696 -1.03024 1.4 -0.5 0.5
C -0.39549 1.01323 1.06349 0.4 1.8 2.2
O -1.81990 1.15165 -2.04865 0.5 -0.3 0.6
O -0.05137 2.08178 -0.95672 -1.0 0.1 -1.5
C 0.55935 1.92689 0.30131 1.1 -0.4 1.3
H -0.06730 0.15381 1.63843 0.5 -0.7 -1.1
H -0.75997 1.63559 1.88283 -0.8 0.0 -0.2
H 1.54982 1.47837 0.22161 0.0 0.2 -0.5
H 0.63311 2.89701 0.79462 0.1 -0.1 -0.3
O 1.76928 -2.84274 1.17953 6.0 -2.7 2.3
C 0.81808 -2.79043 0.56183 -8.9 4.0 -3.5
O -0.04899 -3.25824 -0.28096 3.3 -1.4 0.7
Li -1.67708 -0.76915 -2.43513 -0.2 0.4 0.2
Dy 2.06047 -4.79771 -1.02419 -0.5 0.3 0.3
```
Positions in Å, forces in eV/Å.

Calculated values
multiplicity	7
E_LUMO (spin up / spin down)	-3.89 / -4.17	eV
relative energy (zero: lowest compared OMol25 entry of this formula, charge and spin)	0.0	kcal/mol
HOMO level (spin up / spin down)	-8.272 / -12.930	eV
frontier orbital gap (spin up / spin down)	0.1612 / 0.3220	Eh
total charge	+1

Atom charges from the Löwdin analysis, given in e for atoms 1 to 5: atom 1 (O): 0.087, atom 2 (C): -0.541, atom 3 (C): -0.118, atom 4 (O): 0.044, atom 5 (O): 0.107

***

Entry 3:
Formula: C4H4DyO2
Source: OMol25
Level of theory: ωB97M-V with the def2-TZVPD basis set

Structure (XYZ):
```
11
Properties=species:S:1:pos:R:3:forces:R:3
O 2.08747 1.84681 -2.08601 -3.4 0.8 0.0
C 1.05385 1.40374 -1.87232 5.8 2.7 -3.0
C 0.63763 0.19599 -1.35473 0.2 -2.8 1.9
C -0.46589 -0.01153 -0.42864 0.2 -2.0 0.0
C -0.18262 -0.66812 0.88104 0.1 -1.8 -0.4
H -1.46617 -0.12734 -0.85161 -0.4 0.1 -0.6
H -1.00098 -1.23162 1.32930 0.0 0.0 0.1
H 0.84327 -0.92772 1.14374 -0.1 -0.1 0.0
H 1.66960 -0.39575 -1.49296 -2.2 -0.4 0.1
Dy -0.13580 2.80443 1.97401 -0.5 0.7 1.3
O -0.42016 0.73780 0.77877 0.4 2.9 0.5
```
Positions in Å, forces in eV/Å.

Calculated values
multiplicity	7
E_LUMO (spin up / spin down)	-24.53 / -23.23	eV
relative energy (zero: lowest compared OMol25 entry of this formula, charge and spin)	99.9	kcal/mol
HOMO level (spin up / spin down)	-28.370 / -30.043	eV
frontier orbital gap (spin up / spin down)	0.1410 / 0.2505	Eh
total charge	+4

Atom charges from the Löwdin analysis, given in e for atoms 1 to 5: atom 1 (O): 0.557, atom 2 (C): 0.217, atom 3 (C): 0.393, atom 4 (C): -0.142, atom 5 (C): 0.092

***

Entry 4:
Formula: C4H4F2
Source: OMol25
Level of theory: ωB97M-V with the def2-TZVPD basis set

Structure (XYZ):
```
10
Properties=species:S:1:pos:R:3:forces:R:3
C 1.17911 0.47970 0.18273 6.8 -0.7 2.1
C 0.07092 -0.09171 0.06841 -6.0 1.2 -1.0
C -0.90304 0.69354 -0.62419 -1.6 3.9 -0.5
C -2.14789 0.36908 -0.98297 1.1 3.7 -3.3
H 1.39406 1.53526 0.05026 0.2 -0.5 -0.5
H -0.73526 1.85559 -0.76643 0.5 -2.7 0.1
H -2.57100 -0.59150 -0.93546 -0.7 -0.9 0.0
H -2.43192 1.25528 -1.81548 -0.5 -2.9 2.6
F 2.22962 -0.32030 0.67851 -0.8 1.5 -0.2
F -0.54634 -1.09729 0.61074 1.0 -2.7 0.7
```
Positions in Å, forces in eV/Å.

Calculated values
E_LUMO	0.64	eV
relative energy (zero: lowest compared OMol25 entry of this formula, charge and spin)	52.1	kcal/mol
HOMO level	-9.385	eV
frontier orbital gap	0.3684	Eh

Atom charges from the natural (NBO) analysis, given in e for atoms 1 to 5: atom 1 (C): 0.162, atom 2 (C): 0.273, atom 3 (C): -0.244, atom 4 (C): -0.395, atom 5 (H): 0.206

***

Entry 5:
Formula: C4H4F2
Source: OMol25
Level of theory: ωB97M-V with the def2-TZVPD basis set

Structure (XYZ):
```
10
Properties=species:S:1:pos:R:3:forces:R:3
C 1.93112 -0.04148 0.21641 -1.1 2.8 -0.8
C 0.71513 0.52275 -0.10568 -0.4 2.1 -0.4
C -0.56473 -0.20001 -0.36010 -3.4 -4.1 2.3
C -1.98185 -0.02340 -0.03797 6.2 5.1 -0.5
H 2.85884 0.64983 0.62226 -2.3 -2.5 -1.4
H 0.58956 1.65565 -0.29249 0.8 -1.7 1.2
H -0.34325 -1.33969 -0.28804 -0.5 1.7 -0.7
H -2.37468 1.04872 0.18565 0.5 -2.0 -0.6
F 2.05576 -1.35553 -0.07431 0.8 0.4 1.1
F -2.88590 -0.91685 0.13427 -0.6 -1.8 -0.3
```
Positions in Å, forces in eV/Å.

Calculated values
E_LUMO	0.57	eV
relative energy (zero: lowest compared OMol25 entry of this formula, charge and spin)	52.9	kcal/mol
HOMO level	-8.484	eV
frontier orbital gap	0.3328	Eh

Atom charges from the natural (NBO) analysis, given in e for atoms 1 to 5: atom 1 (C): 0.219, atom 2 (C): -0.314, atom 3 (C): -0.360, atom 4 (C): 0.298, atom 5 (H): 0.203

***

Entry 6:
Formula: C4H4F3NO2
Source: OMol25
Level of theory: ωB97M-V with the def2-TZVPD basis set

Structure (XYZ):
```
14
Properties=species:S:1:pos:R:3:forces:R:3
C 0.19246 -0.97612 -0.00593 0.5 -2.7 -1.6
C -0.07698 0.27351 0.11071 -7.6 1.3 1.2
C 1.48378 -1.42575 -0.55937 0.3 -1.5 1.3
C -2.09433 0.81433 0.57569 4.1 -1.7 -2.8
N 0.71162 1.39874 -0.04747 2.0 -0.3 0.9
O 0.25151 2.45333 -0.39762 0.0 0.2 -0.2
O 1.87750 1.16152 0.30626 -0.2 1.3 -0.6
F -2.82517 1.20009 -0.48460 0.8 0.1 1.0
F -1.87093 1.77726 1.41126 -1.1 0.2 0.8
F -2.65072 -0.29447 1.03771 0.2 0.7 0.7
H -0.44934 -1.87802 0.03861 -0.6 1.5 0.6
H 1.76726 -0.87259 -1.39130 0.3 0.8 -1.9
H 1.46481 -2.51155 -0.74410 0.3 0.6 0.0
H 2.21854 -1.12028 0.15013 0.9 -0.5 0.7
```
Positions in Å, forces in eV/Å.

Calculated values
E_LUMO	-0.82	eV
relative energy (zero: lowest compared OMol25 entry of this formula, charge and spin)	106.7	kcal/mol
HOMO level	-10.509	eV
frontier orbital gap	0.3561	Eh

Atom charges from the natural (NBO) analysis, given in e for atoms 1 to 5: atom 1 (C): -0.157, atom 2 (C): 0.007, atom 3 (C): -0.661, atom 4 (C): 1.048, atom 5 (N): 0.463

***

Entry 7:
Formula: C4H4F7NO
Source: OMol25
Level of theory: ωB97M-V with the def2-TZVPD basis set

Structure (XYZ):
```
17
Properties=species:S:1:pos:R:3:forces:R:3
C 0.61571 -2.14185 0.72365 -0.9 2.8 4.3
C 0.13388 0.23144 -0.03887 -2.3 -1.0 -2.4
C 0.76179 1.67613 0.05692 -1.1 -0.9 -0.5
C -1.32498 0.15227 0.51829 -1.2 0.4 -1.2
N -0.27627 0.09920 -1.95909 0.0 -1.9 4.3
O 0.93656 -0.74573 0.37705 0.7 0.0 -0.1
F 0.57882 2.25317 1.24179 0.5 -0.3 0.6
F 0.15496 2.47075 -0.81311 -0.5 0.7 -0.6
F 2.01742 1.64403 -0.29354 1.2 -0.2 0.5
F -2.03583 1.17418 -0.03479 0.2 -0.5 -0.1
F -2.02793 -0.99708 0.27131 1.2 0.7 -0.5
F -1.42044 0.31274 1.81094 0.6 0.2 1.4
F 0.96453 0.26841 -2.48562 1.1 0.4 -0.8
H 0.24124 -2.69797 -0.03497 -1.0 -1.4 -2.6
H -0.13129 -2.19255 1.63834 1.3 0.3 -1.9
H 1.55529 -2.47786 1.09980 0.6 -0.4 0.0
H -0.74347 0.97071 -2.07811 -0.2 1.2 -0.3
```
Positions in Å, forces in eV/Å.

Calculated values
E_LUMO	0.77	eV
relative energy (zero: lowest compared OMol25 entry of this formula, charge and spin)	0.0	kcal/mol
HOMO level	-9.897	eV
frontier orbital gap	0.3920	Eh

Atom charges from the natural (NBO) analysis, given in e for atoms 1 to 5: atom 1 (C): -0.227, atom 2 (C): 0.258, atom 3 (C): 0.947, atom 4 (C): 0.926, atom 5 (N): -0.208

***

Entry 8:
Formula: C4H4F7NO
Source: OMol25
Level of theory: ωB97M-V with the def2-TZVPD basis set

Structure (XYZ):
```
17
Properties=species:S:1:pos:R:3:forces:R:3
C 0.85004 1.90000 -0.75644 0.3 1.5 -0.6
C -0.19576 -0.12308 0.10691 0.0 -3.8 -1.0
C -1.65009 -0.51172 0.53582 0.5 0.3 0.1
C 0.77275 -0.45606 1.24495 1.2 -2.8 -0.6
N 0.39658 -1.64702 -1.15668 -0.6 3.0 1.4
O -0.23841 0.98104 -0.59933 -0.3 0.4 0.9
F -2.03045 0.24524 1.58688 0.2 0.1 -0.2
F -1.85089 -1.77683 0.87747 0.3 -0.4 0.0
F -2.44594 -0.27628 -0.47631 -0.8 0.5 -0.8
F 0.26734 -1.52200 2.01091 0.9 2.0 -1.1
F 2.00437 -0.89155 0.81289 -1.2 0.6 0.3
F 0.98829 0.56538 1.99629 0.0 1.5 1.4
F 0.38491 -0.89881 -2.36818 0.1 -0.2 0.4
H 1.80713 1.41431 -0.47299 -0.6 0.6 -0.1
H 0.66242 2.97552 -0.28250 0.2 -2.7 -0.4
H 0.80239 2.06528 -1.84677 0.6 0.1 0.5
H -0.52468 -2.04341 -1.21292 -0.8 -0.6 -0.1
```
Positions in Å, forces in eV/Å.

Calculated values
E_LUMO	0.24	eV
relative energy (zero: lowest compared OMol25 entry of this formula, charge and spin)	7.3	kcal/mol
HOMO level	-10.009	eV
frontier orbital gap	0.3768	Eh

Atom charges from the natural (NBO) analysis, given in e for atoms 1 to 5: atom 1 (C): -0.270, atom 2 (C): 0.264, atom 3 (C): 0.936, atom 4 (C): 0.929, atom 5 (N): -0.199

***

Entry 9:
Formula: C4H4FINO3
Source: OMol25
Level of theory: ωB97M-V with the def2-TZVPD basis set

Structure (XYZ):
```
14
Properties=species:S:1:pos:R:3:forces:R:3
C 0.92672 2.86294 -0.20190 1.2 2.7 0.9
C -1.62702 -0.67136 0.42318 2.2 -3.6 -0.8
C 0.02631 -1.13666 0.18621 -1.2 2.3 3.4
C 0.92973 0.08219 0.39062 -1.1 -0.4 -2.0
N -0.22943 2.83526 0.11806 -0.9 -0.4 -0.8
O -2.30705 -1.63229 0.78911 0.0 0.3 0.4
O 2.04453 3.24374 -0.29717 -0.7 -1.2 -0.5
O -1.89260 0.42771 0.01575 -0.7 3.2 -0.6
F 0.80038 0.72298 1.54964 0.2 -0.1 1.2
I 3.09614 -0.33750 0.01968 -0.4 0.0 0.2
H 0.12816 -2.00935 0.81365 0.6 0.1 0.5
H 0.23593 -1.39839 -0.77128 0.0 -1.0 -3.1
H 0.67168 0.84490 -0.41636 0.6 -1.6 0.8
H -0.94126 2.14862 -0.15620 0.0 -0.3 0.4
```
Positions in Å, forces in eV/Å.

Calculated values
E_LUMO	2.70	eV
HOMO level	-4.782	eV
frontier orbital gap	0.2748	Eh
total charge	-1

Atom charges from the natural (NBO) analysis, given in e for atoms 1 to 5: atom 1 (C): 0.810, atom 2 (C): 0.838, atom 3 (C): -0.629, atom 4 (C): 0.199, atom 5 (N): -0.748

***

Entry 10:
Formula: C4H4FN
Source: OMol25
Level of theory: ωB97M-V with the def2-TZVPD basis set

Structure (XYZ):
```
10
Properties=species:S:1:pos:R:3:forces:R:3
C -0.80570 -0.54194 0.08166 -0.3 0.2 -0.1
C 0.01136 0.49428 0.45162 2.1 -0.5 0.5
C -2.13445 -1.16117 0.14995 -0.1 0.3 1.2
C 1.40611 0.68150 -0.25708 -3.1 -2.5 -1.1
N -3.03394 -1.89391 0.11088 0.8 1.1 0.0
F 0.03503 1.49921 1.44946 -1.9 -2.1 -1.6
H -0.38655 -1.27108 -0.63152 0.9 1.1 0.1
H 1.89640 -0.31267 -0.51320 -0.6 1.4 0.3
H 1.99251 1.32041 0.30982 1.2 1.0 1.0
H 1.01924 1.18537 -1.15160 1.0 0.0 -0.3
```
Positions in Å, forces in eV/Å.

Calculated values
E_LUMO	0.24	eV
relative energy (zero: lowest compared OMol25 entry of this formula, charge and spin)	42.8	kcal/mol
HOMO level	-10.316	eV
frontier orbital gap	0.3879	Eh

Atom charges from the natural (NBO) analysis, given in e for atoms 1 to 5: atom 1 (C): -0.447, atom 2 (C): 0.511, atom 3 (C): 0.262, atom 4 (C): -0.662, atom 5 (N): -0.301